{"formula": "C27H47N3OOsP", "method": "ωB97M-V/def2-TZVPD", "elements": ["H", "H", "H", "C", "H", "H", "C", "H", "C", "C", "H", "H", "C", "H", "C", "C", "C", "H", "H", "C", "C", "C", "H", "C", "C", "C", "H", "H", "H", "H", "C", "C", "H", "H", "H", "C", "C", "C", "C", "H", "H", "H", "C", "H", "C", "N", "H", "H", "H", "H", "H", "C", "O", "H", "Os", "H", "H", "H", "C", "H", "N", "H", "H", "H", "P", "H", "H", "C", "H", "N", "H", "H", "H", "H", "C", "H", "H", "H", "C", "H"], "coordinates": [[2.0668, -2.5169, 0.9569], [3.2231, -2.0633, -4.2821], [2.5224, -0.4440, -4.2089], [-0.9470, 2.2310, -2.1135], [1.2841, 2.9669, -5.1775], [0.4325, 4.8614, -3.7363], [1.8278, -1.6314, -1.6991], [3.9434, -1.2795, -1.6286], [-0.0109, -3.0407, -1.6919], [3.0117, -0.8243, -1.2668], [-4.1090, 1.1855, -2.6109], [1.7158, -1.7127, -5.1671], [0.1684, 1.2382, -2.4700], [1.7300, -2.2838, 4.6088], [1.4677, -1.9038, -3.0547], [-2.2300, 1.7608, -1.6510], [1.0229, -2.4117, 0.6364], [1.0245, 3.0519, 4.0260], [-1.4459, -1.8644, 4.3495], [0.5988, 1.4598, -3.8156], [-2.9907, 2.8566, -0.8768], [0.2096, 3.8258, -3.4985], [-2.1851, -1.5864, -0.3865], [0.9300, -2.3596, -0.8536], [-0.2994, -3.3807, -4.2665], [1.2584, -1.3044, 4.7836], [3.0471, -0.7522, -0.1761], [-3.9728, 2.4683, -0.5731], [-2.0044, -3.8410, -1.7144], [-1.1444, -4.0424, -0.1694], [-0.6654, 3.5461, -2.4408], [-3.0805, 1.4323, -2.9010], [-1.1662, 4.3607, -1.9115], [-0.7314, -5.0631, -1.5664], [0.6386, -1.4778, 1.0660], [0.7364, 2.7742, -4.2575], [2.7886, 0.5929, 2.5352], [-0.7322, -1.9434, 3.5107], [0.3271, -2.7614, -3.0519], [0.9852, 0.8185, -1.8324], [2.7741, 0.9770, 1.4996], [1.8441, 3.1069, 2.4359], [-2.0260, -0.8120, -1.1498], [2.9590, 0.1898, -1.6837], [-2.0250, 0.5299, -0.7636], [-0.7771, 1.4753, 4.1065], [-2.2392, 2.9021, 3.5567], [-0.3336, -2.9688, 3.4854], [2.0438, -0.5446, 4.8687], [3.7503, 0.8715, 2.9879], [0.4375, -3.2461, 1.0321], [-1.0312, -4.0519, -1.2566], [-0.3332, 0.5649, 1.6969], [-2.6478, 0.6044, -3.4746], [-0.1247, -0.9848, -2.0311], [-1.3266, -3.6855, -4.0501], [0.4609, 1.7960, 5.8052], [-2.8508, 1.5176, 4.5010], [-2.1462, 1.8166, 3.7119], [-1.2731, 2.1374, 6.0089], [1.7196, 1.1815, 3.3539], [-0.3088, -2.6633, -5.0929], [-3.1457, 3.7343, -1.5185], [-3.1185, 2.3199, -3.5472], [0.1732, 0.5613, 3.0933], [-2.4195, 3.1524, 0.0134], [0.2637, -4.2656, -4.5919], [2.2761, -1.5085, -4.2514], [-0.7104, 0.4510, 5.9808], [0.3829, -1.0039, 3.6529], [2.7202, -0.5027, 2.5128], [-1.2692, -1.7609, 2.5696], [-1.9050, 0.7612, 0.2970], [-2.3061, -1.1092, -2.1901], [1.8454, 2.6386, 3.4328], [2.7967, 2.8731, 3.9261], [0.6988, -1.3564, 5.7332], [0.8929, 0.5984, -4.4116], [-0.5491, 1.4525, 5.5497], [-2.4179, 1.3084, 2.7783]], "mulliken_spin": [-0.001, 0.000, 0.003, 0.279, 0.002, 0.014, 0.039, 0.009, -0.107, -0.046, 0.006, -0.011, 0.618, 0.000, 0.007, 0.189, -0.017, 0.000, 0.000, 0.164, 0.022, 0.389, 0.011, 0.209, 0.002, 0.000, -0.001, 0.001, -0.001, 0.001, -0.198, 0.084, 0.001, 0.003, 0.020, 0.082, -0.001, 0.000, 0.203, 0.048, 0.001, 0.000, 0.179, 0.008, -0.070, 0.001, 0.000, 0.000, 0.000, 0.000, 0.005, 0.003, 0.015, -0.005, 1.875, 0.002, 0.000, 0.000, 0.000, 0.000, 0.000, 0.001, -0.001, 0.005, 0.006, -0.007, 0.006, -0.027, 0.000, -0.001, 0.000, 0.000, -0.025, -0.020, 0.000, 0.000, 0.000, 0.024, 0.000, -0.001], "de_lowest_kcal_mol": 19.0, "e_tot_ha": -1728.1215, "homo_ev": [-8.91, -10.99], "s2": 6.047, "largest_force_ev_per_a": 7.9, "total_charge": 1, "multiplicity": 5}

=====

{"formula": "C27H47O9P", "method": "ωB97M-V/def2-TZVPD", "elements": ["O", "H", "H", "H", "C", "H", "C", "O", "H", "H", "C", "C", "H", "C", "H", "O", "H", "H", "H", "C", "C", "H", "C", "C", "H", "H", "H", "P", "H", "O", "H", "H", "H", "O", "C", "H", "H", "H", "H", "H", "H", "H", "C", "C", "H", "C", "O", "H", "O", "H", "O", "C", "H", "C", "C", "H", "H", "H", "H", "C", "H", "H", "C", "C", "H", "H", "C", "C", "H", "O", "H", "H", "H", "C", "H", "C", "C", "H", "C", "H", "H", "H", "C", "C"], "coordinates": [[4.2399, 3.2060, -4.6937], [-5.1194, -4.0374, 4.8680], [3.6828, 2.1704, -2.6430], [0.1189, 2.3801, 4.0121], [0.6901, -4.1022, -1.5583], [0.5838, 1.6048, 7.8599], [0.4996, 0.6559, 7.3331], [-2.3118, 5.6339, -4.8607], [-0.8929, 7.5523, -5.8963], [0.1922, 0.4105, -0.9921], [-1.1078, 5.6585, -4.8151], [-1.6175, -2.6268, 3.6815], [-2.2673, -0.1853, -3.6123], [-0.3372, 4.5612, -4.1571], [0.8783, -1.3632, 6.0482], [0.8102, -2.7034, -1.3351], [-1.4972, 0.2758, -0.5868], [-0.2741, -4.4864, 0.3238], [2.1726, -1.2166, -1.0690], [2.1402, -2.2326, -1.4629], [1.7954, -0.7722, 5.9566], [-0.2072, 0.3638, -6.5866], [0.9826, 6.7944, -5.3281], [1.7264, 3.5184, -3.4777], [2.0312, -1.1492, 3.8717], [-1.5959, -1.5963, 3.3156], [-0.2259, -4.2612, -2.1366], [3.5380, 3.3509, -3.4032], [-0.4896, 1.7736, -5.6224], [1.7956, 0.2965, 6.8884], [1.0552, -4.2032, 2.3630], [-0.6342, -2.8509, 4.1098], [0.7217, 0.1640, -4.2247], [2.9720, 5.8725, -4.5840], [1.0794, 1.8836, 4.1417], [1.5313, -4.4753, -2.1496], [-0.2949, -1.1191, -4.7888], [-2.2234, 1.6665, -2.3162], [2.4315, -2.2068, -2.5189], [2.8867, 0.2944, 4.4373], [-0.7317, 1.8261, -0.3519], [-2.6695, -3.8172, 5.1342], [-2.6660, -2.7894, 4.7588], [1.9614, -0.2808, 4.5359], [0.4052, -5.9159, -0.4676], [1.7786, 5.7441, -4.6643], [-3.9562, -2.4188, 4.2997], [-1.7177, -2.2979, 0.9583], [-1.8272, -3.5387, 2.6114], [4.0050, 4.3762, -2.5589], [1.7715, -4.7710, 0.5086], [-0.7504, 0.9527, -0.9989], [1.5150, 2.1996, 5.0921], [0.5777, -4.8564, -0.2535], [-4.7736, -3.5253, 3.9636], [2.8483, -2.8475, -0.9036], [-2.4168, -2.1251, 5.5928], [1.2853, -2.8662, 1.2037], [-2.1457, 3.5220, -3.6833], [-1.2490, 0.0131, -3.2896], [2.6411, -1.4212, 6.2051], [-2.7623, -3.7249, 0.8128], [-1.2022, 1.3029, -2.4144], [-0.3441, 6.7629, -5.4097], [-0.9853, -0.8129, -2.6284], [0.1079, -0.0969, 8.0258], [-1.0701, 3.5055, -3.6163], [-0.3067, -0.0711, -4.4862], [2.6935, -3.6562, 1.9391], [0.8463, 0.4867, 4.1095], [-3.3108, -2.3374, 1.7717], [-1.8229, 0.6636, -5.8664], [1.4837, 1.6439, -2.4472], [-0.4085, 2.4478, -2.9962], [-0.1952, 0.7758, 6.4982], [-0.7490, 0.7207, -5.7159], [0.9862, 2.4805, -2.9163], [-5.6398, -3.1431, 3.4259], [1.0537, 4.5879, -4.0960], [1.7401, 2.1819, 3.3202], [-4.2466, -4.2375, 3.3243], [1.5400, 7.6098, -5.7599], [-2.4398, -2.9316, 1.4868], [1.6873, -3.8205, 1.5547]], "mulliken_charge": [-0.650, 0.333, 0.015, 0.229, -0.658, 0.248, -0.698, -0.593, 0.448, 0.194, 0.470, -0.091, 0.260, -0.139, 0.158, -0.078, 0.547, -0.099, 0.226, -0.948, -0.354, 0.429, -0.609, -0.008, 0.165, 0.356, 0.381, 0.437, 0.182, -0.386, 0.364, 0.144, 0.167, -0.568, -0.832, 0.383, 0.492, 0.509, 0.306, 0.385, 0.405, 0.356, -0.696, -0.335, 0.412, 0.696, -0.384, 0.259, -0.378, 0.066, -0.446, -1.977, 0.361, -0.133, -0.667, 0.431, 0.364, 0.235, 0.505, -0.490, 0.387, 0.307, 0.406, -0.628, 0.061, 0.319, -0.544, -0.324, 0.332, -0.237, 0.481, 0.311, 0.156, 0.024, 0.291, -1.245, 0.507, 0.241, 0.062, 0.298, 0.266, 0.435, -0.911, -0.697], "e_tot_ha": -2075.3746, "smiles": "CCC[C@@H](C)c1cc([PH2]=O)c2c(c1)C(=O)C=CC2=O.COCCOC.COCCOC.COCCOC", "homo_ev": -9.40, "largest_force_ev_per_a": 0.9, "total_charge": 0}

=====

{"formula": "C27H48N3O7", "method": "ωB97M-V/def2-TZVPD", "elements": ["H", "H", "H", "H", "O", "H", "C", "C", "O", "C", "H", "C", "H", "C", "H", "C", "O", "N", "C", "C", "C", "H", "C", "C", "C", "H", "C", "H", "H", "C", "H", "H", "H", "H", "H", "C", "H", "H", "H", "H", "H", "H", "H", "H", "C", "H", "H", "O", "C", "H", "H", "N", "H", "N", "H", "H", "O", "H", "H", "O", "H", "C", "H", "H", "C", "C", "C", "H", "H", "C", "H", "C", "H", "H", "C", "C", "H", "H", "H", "H", "C", "H", "C", "H", "O"], "coordinates": [[-2.0254, -5.3579, 1.0836], [6.1080, 3.8963, -4.2292], [-5.3686, -2.7021, -2.3397], [3.2092, 3.1032, 0.1678], [-1.6947, -1.7696, -0.2520], [6.4279, 3.5125, 1.6458], [-3.8277, -0.8830, -1.6718], [5.8428, 4.8732, -3.8204], [4.1083, 3.7805, -2.0806], [5.6491, 6.4439, -0.2948], [6.9521, 2.6554, 0.2037], [-4.8449, -5.6303, 4.1560], [-3.2127, -7.0571, 4.4477], [-4.2663, -3.3472, 2.3927], [-2.2794, -5.9904, 2.6574], [4.7935, 5.3506, 0.3358], [-5.3291, -1.9877, -2.9983], [5.3159, 3.8281, -1.5975], [-0.9274, -0.7149, -0.7321], [5.2144, 3.9469, -0.1080], [-0.8630, 1.5282, -1.9140], [4.5124, 1.9060, 0.1477], [-2.9302, 0.3174, -1.9684], [-4.2099, -3.1818, 3.9087], [-2.4685, -5.1104, 2.0493], [1.8782, -0.0148, -4.1821], [1.1973, 0.0196, -3.3200], [8.0815, 4.5153, -3.0953], [5.2590, 7.4249, -0.0154], [-3.4751, 1.3337, -2.7012], [-2.6950, -5.3753, 4.6310], [4.8486, 5.4253, 1.4241], [-3.1821, -3.2956, 4.2644], [-5.0456, -4.1000, 5.6676], [4.2668, 2.9396, 1.5546], [-4.2448, -4.8315, 0.4113], [-3.5607, -2.6551, 1.9236], [6.4769, 5.6190, -4.3001], [-3.3064, -1.7771, -2.0305], [1.5444, -0.7389, -2.6152], [8.0828, 5.5698, -1.6897], [3.7440, 5.5233, 0.0723], [-3.1528, 3.1385, -3.5893], [0.2125, -0.2870, -3.6996], [-3.9830, -4.7788, 1.9210], [7.3212, 4.3702, 0.4282], [-6.1738, -3.9342, 4.3431], [-6.0122, -5.7350, 2.2128], [-1.4757, 2.5148, -2.6543], [-3.9058, -0.9736, -0.5782], [2.2940, 1.6140, -2.4541], [-4.7933, -5.7816, 2.6676], [-1.4347, -2.5145, -0.8160], [-2.7454, 2.3983, -3.0286], [-5.2621, -3.0371, 2.0560], [4.6395, 6.5389, -2.1751], [0.4318, 1.7112, -1.6055], [-3.6244, -6.1353, 5.8861], [-6.9037, -6.2991, 4.4975], [0.2531, -0.6953, -0.4858], [-5.2578, -4.5291, 0.1414], [-5.8848, -6.5675, 4.7729], [-4.5095, -2.1664, 4.1780], [-4.0720, -5.8346, 0.0177], [-1.5879, 0.3791, -1.5407], [7.5945, 4.7040, -2.1388], [1.2621, 1.4464, -2.7818], [-0.9612, 3.4140, -2.9800], [6.6727, 6.4079, 0.0876], [-5.1360, -4.1891, 4.5831], [-4.4957, 1.3202, -3.0706], [4.2408, 2.9147, 0.4656], [-1.8979, -4.2791, 2.4667], [-5.7068, -7.5998, 4.4674], [-3.5149, -6.0705, 4.8035], [5.6473, 6.3068, -1.8142], [-3.5634, -4.1491, -0.1037], [7.8394, 3.8294, -1.5423], [4.8155, 5.0979, -4.1065], [6.3054, 7.0614, -2.2495], [6.5591, 3.6064, 0.5675], [-5.8275, -6.5263, 5.8604], [6.0624, 4.9136, -2.3048], [1.0557, 2.1778, -3.5745], [-5.0803, -0.7744, -2.3191]], "mulliken_spin": [0.002, -0.002, 0.000, 0.005, 0.001, 0.000, -0.001, 0.000, 0.555, -0.017, -0.009, 0.034, -0.008, 0.016, -0.017, 0.018, 0.000, 0.370, 0.000, 0.026, 0.000, 0.003, 0.000, -0.019, 0.020, 0.000, 0.000, 0.000, 0.002, 0.000, 0.001, 0.000, 0.001, 0.001, 0.000, -0.008, 0.007, 0.001, 0.000, 0.000, 0.000, 0.005, 0.000, 0.000, 0.024, 0.001, 0.004, 0.586, 0.000, 0.000, -0.013, 0.330, 0.000, 0.000, 0.002, 0.004, 0.000, 0.000, 0.000, 0.000, 0.003, -0.007, 0.002, -0.006, 0.000, 0.011, 0.013, 0.000, 0.000, 0.019, 0.000, -0.031, 0.000, 0.000, 0.013, 0.020, 0.000, -0.011, -0.001, 0.002, 0.017, 0.000, 0.030, 0.002, 0.000], "e_tot_ha": -1748.0333, "homo_ev": [-10.38, -11.15], "s2": 2.008, "largest_force_ev_per_a": 2.8, "total_charge": 1, "multiplicity": 3}